Record 1
{"formula": "C24H54F10N3S2", "method": "ωB97M-V/def2-TZVPD", "gap_ev": 2.959, "charge": 1, "symbols": ["F", "S", "C", "C", "C", "C", "C", "F", "F", "C", "F", "F", "S", "F", "F", "F", "F", "F", "H", "H", "H", "H", "H", "H", "H", "H", "H", "C", "C", "N", "C", "C", "C", "C", "H", "H", "H", "H", "H", "H", "H", "H", "H", "H", "H", "H", "H", "H", "H", "C", "C", "N", "C", "C", "C", "C", "H", "H", "H", "H", "H", "H", "H", "H", "H", "H", "H", "H", "H", "H", "H", "C", "C", "N", "C", "C", "C", "C", "H", "H", "H", "H", "H", "H", "H", "H", "H", "H", "H", "H", "H", "H", "H"], "xyz": [[-4.531, 1.389, 1.280], [-3.232, 2.350, 0.859], [-1.974, 2.365, 2.250], [-0.657, 1.476, 1.897], [-0.518, 0.236, 2.921], [-1.712, -0.782, 2.617], [-1.337, -2.311, 2.821], [-2.462, -3.126, 3.079], [-0.623, -2.338, 4.060], [-0.333, -2.926, 1.760], [0.979, -2.416, 1.855], [-0.195, -4.290, 2.099], [-0.829, -2.849, -0.040], [0.779, -3.123, -0.452], [-1.035, -4.517, -0.049], [-2.436, -2.635, 0.260], [-0.509, -1.227, -0.195], [-1.195, -2.869, -1.657], [-2.579, 1.810, -0.247], [-1.709, 3.468, 2.421], [-2.450, 1.992, 3.218], [-0.795, 1.141, 0.823], [0.273, 2.142, 1.904], [-0.669, 0.647, 3.968], [0.519, -0.211, 2.885], [-2.544, -0.562, 3.375], [-2.149, -0.553, 1.597], [2.707, 3.932, -3.312], [2.474, 2.431, -3.427], [1.937, 1.829, -2.212], [1.998, 0.369, -2.209], [1.171, -0.379, -3.254], [0.698, 2.401, -1.708], [-0.512, 2.423, -2.643], [3.329, 4.170, -2.446], [3.220, 4.298, -4.204], [1.767, 4.485, -3.228], [3.444, 1.973, -3.645], [1.834, 2.236, -4.297], [1.727, -0.002, -1.214], [3.046, 0.077, -2.337], [0.106, -0.360, -3.020], [1.473, -1.431, -3.274], [1.317, 0.017, -4.261], [0.901, 3.432, -1.396], [0.417, 1.892, -0.779], [-0.262, 2.777, -3.645], [-1.273, 3.104, -2.241], [-0.978, 1.440, -2.727], [1.407, -6.653, -0.766], [0.543, -7.714, -1.435], [1.055, -9.068, -1.277], [0.412, -10.038, -2.158], [-1.080, -10.300, -1.958], [1.272, -9.517, 0.094], [0.081, -9.486, 1.051], [2.446, -6.722, -1.099], [1.037, -5.663, -1.023], [1.384, -6.737, 0.324], [0.512, -7.473, -2.504], [-0.486, -7.620, -1.064], [0.948, -10.991, -2.099], [0.559, -9.702, -3.192], [-1.271, -10.891, -1.062], [-1.468, -10.874, -2.805], [-1.661, -9.377, -1.901], [2.070, -8.905, 0.529], [1.688, -10.529, 0.082], [-0.477, -8.549, 0.996], [0.437, -9.590, 2.080], [-0.607, -10.312, 0.870], [0.837, 8.717, 3.661], [0.876, 7.921, 2.363], [-0.382, 7.252, 2.050], [-0.260, 6.259, 0.990], [0.125, 6.750, -0.404], [-1.564, 8.106, 1.975], [-1.540, 9.271, 0.986], [0.503, 8.096, 4.496], [1.836, 9.089, 3.898], [0.176, 9.584, 3.587], [1.658, 7.162, 2.478], [1.200, 8.583, 1.550], [-1.198, 5.691, 0.918], [0.488, 5.520, 1.306], [-0.700, 7.266, -0.894], [0.384, 5.893, -1.036], [0.993, 7.411, -0.387], [-1.751, 8.514, 2.973], [-2.445, 7.487, 1.770], [-0.610, 9.840, 1.031], [-2.354, 9.963, 1.219], [-1.694, 8.936, -0.040]], "atomic_forces_ev_per_a": [[3.0, 1.0, -0.9], [-1.7, 0.7, 1.3], [1.4, -0.7, 0.6], [-0.1, 0.1, 0.2], [-0.5, 0.7, -0.4], [-0.6, 0.1, 0.6], [-0.3, 1.0, 2.5], [2.3, 1.6, -1.4], [-0.9, -0.1, -2.2], [2.2, -2.5, 2.3], [-3.2, -0.3, 0.1], [-0.4, 3.0, -0.6], [1.1, -2.8, -4.4], [-2.5, 0.5, 0.5], [-0.3, 2.9, -0.2], [2.2, 0.2, 0.0], [-1.0, -1.6, 0.8], [0.5, 0.3, 2.5], [-0.4, -0.7, 1.0], [-0.7, -1.4, -0.7], [0.1, 0.4, -1.5], [0.5, 0.0, 1.3], [-1.4, -0.8, 0.2], [0.4, -0.6, -1.2], [-1.3, 0.5, -0.2], [1.1, -0.6, -1.1], [0.6, -0.7, 1.1], [-0.1, 0.0, 0.1], [0.1, 0.2, 0.0], [-0.1, -0.3, 0.4], [0.2, -0.1, 0.0], [-0.1, -0.2, 0.0], [0.2, 0.4, -0.1], [-0.3, -0.1, 0.2], [-0.1, -0.1, 0.0], [-0.1, -0.1, 0.0], [0.1, 0.0, 0.0], [-0.2, -0.2, 0.1], [0.0, 0.0, -0.1], [-0.1, 0.2, 0.0], [-0.1, 0.2, 0.0], [0.0, 0.0, -0.1], [0.0, 0.1, 0.0], [0.0, 0.0, 0.1], [0.1, 0.0, -0.1], [0.2, -0.2, -0.1], [0.0, 0.0, 0.1], [0.0, 0.1, -0.1], [0.1, 0.0, -0.2], [0.1, -0.1, 0.1], [0.1, 0.0, 0.1], [0.1, -0.3, -0.2], [0.1, 0.1, -0.2], [-0.2, -0.2, -0.1], [0.2, 0.2, 0.1], [-0.1, -0.1, 0.2], [-0.1, -0.1, 0.0], [0.0, 0.0, 0.0], [0.0, 0.0, 0.0], [0.0, -0.3, 0.0], [-0.1, 0.1, 0.0], [0.0, 0.1, 0.2], [0.0, 0.1, 0.1], [0.0, 0.1, 0.0], [0.0, 0.0, 0.1], [0.0, 0.0, 0.0], [-0.1, 0.1, -0.1], [-0.1, 0.1, -0.2], [0.0, 0.0, 0.0], [0.0, 0.0, -0.1], [-0.1, 0.1, 0.0], [-0.1, 0.1, 0.0], [0.1, 0.1, 0.2], [-0.2, -0.5, 0.0], [0.3, 0.0, 0.2], [-0.1, -0.2, -0.3], [0.0, 0.3, 0.3], [-0.2, 0.1, -0.1], [0.0, 0.0, -0.1], [-0.1, 0.0, -0.1], [0.0, -0.1, 0.0], [-0.2, -0.1, -0.2], [0.1, 0.1, 0.0], [-0.2, 0.2, 0.1], [0.1, 0.1, 0.1], [0.1, 0.1, 0.0], [0.0, 0.0, 0.0], [-0.1, 0.0, 0.0], [0.2, -0.1, 0.0], [0.2, -0.1, -0.1], [0.0, -0.1, 0.0], [0.1, 0.0, 0.0], [0.1, 0.1, 0.0]], "lowdin_charge": [-0.31, 1.21, -0.29, -0.21, -0.15, -0.09, -0.33, 0.09, 0.06, -0.32, 0.08, 0.08, 0.97, -0.17, -0.17, -0.15, -0.19, -0.15, 0.04, 0.11, 0.12, 0.06, 0.14, 0.13, 0.13, 0.15, 0.10, -0.08, -0.26, -0.19, -0.24, -0.08, -0.25, -0.08, 0.08, 0.08, 0.06, 0.12, 0.10, 0.10, 0.12, 0.05, 0.08, 0.07, 0.09, 0.08, 0.08, 0.06, 0.05, -0.09, -0.27, -0.19, -0.25, -0.09, -0.25, -0.09, 0.08, 0.04, 0.07, 0.12, 0.10, 0.11, 0.11, 0.05, 0.07, 0.07, 0.10, 0.12, 0.06, 0.07, 0.05, -0.09, -0.27, -0.20, -0.27, -0.07, -0.25, -0.08, 0.08, 0.08, 0.07, 0.12, 0.10, 0.09, 0.10, 0.06, 0.05, 0.08, 0.10, 0.11, 0.07, 0.08, 0.06]}

Record 2
{"formula": "C24H54F6N4O3P", "method": "ωB97M-V/def2-TZVPD", "e_above_lowest_kcal_mol": 0.0, "gap_ev": 5.375, "charge": 1, "symbols": ["N", "O", "O", "O", "C", "C", "C", "N", "C", "C", "C", "C", "C", "H", "H", "H", "H", "H", "H", "H", "H", "H", "H", "H", "H", "H", "H", "H", "H", "H", "H", "C", "C", "C", "N", "C", "C", "C", "C", "C", "H", "H", "H", "H", "H", "H", "H", "H", "H", "H", "H", "H", "H", "H", "H", "H", "H", "H", "C", "C", "C", "N", "C", "C", "C", "C", "C", "H", "H", "H", "H", "H", "H", "H", "H", "H", "H", "H", "H", "H", "H", "H", "H", "H", "H", "P", "F", "F", "F", "F", "F", "F"], "xyz": [[9.717, 2.976, -11.326], [9.630, 2.336, -10.220], [9.735, 2.364, -12.400], [9.802, 4.195, -11.284], [0.698, 0.060, -10.348], [1.911, 0.764, -10.933], [3.038, -0.223, -11.151], [4.221, 0.317, -11.920], [3.936, 0.001, -13.370], [5.551, -0.317, -11.563], [6.607, 0.710, -11.976], [5.864, 2.041, -12.298], [4.437, 1.800, -11.827], [-0.096, 0.773, -10.122], [0.933, -0.414, -9.393], [0.286, -0.667, -11.045], [2.254, 1.624, -10.363], [1.653, 1.139, -11.931], [2.713, -1.155, -11.609], [3.481, -0.555, -10.205], [2.962, 0.392, -13.645], [3.883, -1.084, -13.440], [4.759, 0.349, -13.987], [5.666, -1.233, -12.136], [5.522, -0.536, -10.497], [7.084, 0.343, -12.880], [7.333, 0.923, -11.192], [5.926, 2.188, -13.373], [6.361, 2.862, -11.791], [3.717, 2.316, -12.454], [4.352, 2.105, -10.785], [10.671, -5.149, -10.546], [10.876, -4.089, -9.460], [9.730, -3.079, -9.443], [10.112, -1.670, -9.052], [10.985, -1.035, -10.112], [8.861, -0.844, -8.927], [8.539, -0.597, -7.455], [9.675, -1.259, -6.671], [10.748, -1.670, -7.678], [10.494, -4.679, -11.513], [9.800, -5.749, -10.284], [11.564, -5.762, -10.629], [11.839, -3.584, -9.555], [10.896, -4.559, -8.474], [8.949, -3.406, -8.750], [9.236, -2.936, -10.406], [11.175, -0.021, -9.752], [10.437, -0.921, -11.042], [11.933, -1.559, -10.146], [9.031, 0.110, -9.412], [8.064, -1.350, -9.468], [8.471, 0.472, -7.251], [7.567, -1.040, -7.239], [10.154, -0.673, -5.888], [9.261, -2.131, -6.160], [11.560, -0.950, -7.728], [11.108, -2.673, -7.482], [9.859, 3.695, -7.171], [9.692, 3.517, -5.658], [8.266, 3.639, -5.220], [8.063, 3.707, -3.721], [8.725, 4.893, -3.121], [8.479, 2.411, -3.072], [7.360, 1.441, -3.405], [6.093, 2.301, -3.302], [6.574, 3.755, -3.435], [10.907, 3.698, -7.450], [9.366, 4.612, -7.503], [9.354, 2.937, -7.779], [10.400, 4.214, -5.199], [10.162, 2.563, -5.386], [7.733, 2.740, -5.530], [7.732, 4.484, -5.652], [9.789, 4.938, -3.308], [8.516, 4.909, -2.053], [8.207, 5.767, -3.521], [8.498, 2.566, -1.996], [9.427, 2.092, -3.487], [7.362, 0.573, -2.748], [7.437, 1.019, -4.410], [5.663, 2.201, -2.305], [5.327, 1.986, -4.005], [6.385, 4.267, -2.496], [6.114, 4.301, -4.255], [13.457, 3.643, -12.538], [14.097, 5.127, -12.805], [12.924, 4.193, -11.095], [12.082, 4.130, -13.237], [12.809, 2.194, -12.221], [14.005, 3.151, -13.978], [14.847, 3.154, -11.851]], "atomic_forces_ev_per_a": [[0.5, 0.7, -0.3], [-0.5, -1.0, 0.6], [-0.6, -0.6, 0.1], [-0.4, 0.2, 0.1], [-0.2, 0.4, 0.5], [0.0, -0.2, -1.1], [1.0, -0.2, 1.4], [-0.7, -0.3, -1.4], [0.3, -0.6, 0.3], [0.0, 0.5, 0.1], [-0.2, 0.3, 0.0], [0.3, -1.1, -0.2], [0.6, 0.6, 0.2], [0.0, 0.1, -0.1], [0.1, -0.2, -0.1], [0.1, -0.1, 0.1], [-0.1, -0.1, 0.3], [-0.2, 0.2, 0.2], [-0.1, 0.2, -0.4], [-0.3, 0.2, 0.2], [0.1, 0.3, -0.1], [0.1, 0.0, -0.1], [-0.2, 0.2, -0.1], [-0.2, -0.2, 0.2], [0.0, 0.0, 0.0], [0.5, 0.2, 0.2], [0.3, -0.4, -0.2], [-0.1, 0.4, 0.0], [-0.2, 0.2, -0.1], [-0.2, 0.0, 0.2], [-0.2, -0.1, 0.0], [0.1, 0.5, 0.3], [-0.1, 0.2, 0.1], [-0.3, 0.3, -0.1], [-0.3, -0.3, 0.1], [0.2, 0.7, 1.1], [-0.3, 0.7, -0.3], [0.0, 0.0, -0.1], [-0.1, -0.7, 0.3], [-0.1, 0.3, -0.3], [0.0, 0.0, 0.0], [0.1, -0.2, -0.2], [-0.1, -0.2, 0.0], [0.0, 0.0, -0.3], [0.1, -0.2, -0.1], [0.0, 0.1, 0.1], [0.2, -0.3, -0.2], [0.1, 0.0, -0.2], [0.1, -0.4, -0.1], [-0.1, -0.2, -0.4], [0.2, 0.3, -0.4], [0.0, -0.1, 0.0], [0.1, 0.0, -0.2], [0.1, 0.0, 0.3], [-0.2, 0.3, -0.1], [0.2, -0.1, -0.1], [0.1, -0.1, 0.1], [0.4, 0.1, 0.0], [-0.9, -0.1, -0.2], [1.6, 0.0, -0.5], [-0.2, -0.5, 0.2], [-0.2, -0.3, 0.5], [-0.7, 0.6, 0.2], [-0.1, -0.4, -0.4], [-0.3, -0.2, -0.3], [0.1, -0.2, 0.5], [-0.3, -0.2, -0.5], [0.0, 0.1, -0.1], [0.4, 0.2, 0.0], [0.2, -0.2, 0.1], [-0.5, 0.4, 0.2], [-0.5, -0.2, 0.0], [-0.1, 0.1, -0.1], [0.3, 0.2, 0.0], [0.0, -0.2, -0.1], [0.2, -0.3, 0.0], [0.3, 0.1, -0.2], [0.3, 0.2, 0.0], [0.3, 0.2, 0.3], [0.0, 0.2, 0.2], [0.3, 0.2, 0.0], [-0.1, -0.1, -0.1], [0.0, 0.2, -0.2], [0.3, 0.3, -0.1], [-0.1, 0.1, 0.1], [-0.1, 1.4, -0.1], [0.1, -0.4, 0.0], [0.1, -0.3, 0.0], [0.2, -0.2, 0.1], [0.0, -0.3, -0.1], [0.0, -0.3, 0.1], [0.0, 0.0, 0.1]], "lowdin_charge": [-0.63, -0.16, -0.05, -0.01, -0.08, -0.24, -0.14, -0.26, 0.04, -0.09, -0.12, -0.11, -0.11, 0.08, 0.08, 0.08, 0.11, 0.11, 0.14, 0.13, 0.11, 0.11, 0.12, 0.13, 0.12, 0.12, 0.10, 0.12, 0.13, 0.14, 0.14, -0.08, -0.23, -0.13, -0.26, 0.06, -0.11, -0.13, -0.13, -0.07, 0.08, 0.08, 0.08, 0.11, 0.11, 0.14, 0.13, 0.12, 0.12, 0.11, 0.10, 0.12, 0.10, 0.11, 0.11, 0.11, 0.14, 0.12, -0.07, -0.24, -0.12, -0.27, 0.03, -0.09, -0.15, -0.13, -0.09, 0.10, 0.09, 0.05, 0.11, 0.11, 0.13, 0.15, 0.11, 0.11, 0.12, 0.15, 0.13, 0.13, 0.10, 0.12, 0.12, 0.13, 0.13, 0.14, -0.19, -0.20, -0.17, -0.19, -0.18, -0.19]}

Per-record HOMO level, eV: -9.27, -8.45
Per-record DFT total energy, a.u.: -2905.6175, -2331.8495